Entry 1:
ORCA calculation (the ωB97M-V functional and the def2-TZVPD basis) on a single Cl2P2S molecule.

Geometry as XYZ:
```
5
Properties=species:S:1:pos:R:3:forces:R:3
P -0.084991 0.589992 1.193623 -0.1 0.5 -0.1
P -0.336433 -0.493470 -0.799432 -0.7 1.0 -0.2
S -0.610289 2.400164 0.777175 0.2 -0.7 0.0
Cl 1.649764 -0.389922 -1.202819 0.7 0.1 -0.1
Cl -0.492621 -2.374338 -0.107672 -0.1 -0.8 0.4
```
Forces are in eV/Å.

E_HOMO ... -0.3218 Eh
Frontier orbital gap ... 6.8 eV
Relative energy (zero: lowest compared OMol25 entry of this formula, charge and spin) ... 14.56 kcal per mole
E_LUMO ... -1.9 eV

Results of the natural (NBO) charge analysis, in e, for atoms 1 through 4:
1 P 0.37
2 P 0.49
3 S -0.32
4 Cl -0.27

***

Entry 2:
ORCA calculation (the ωB97M-V functional and the def2-TZVPD basis) on a 2-piece molecular cluster, C5H11O2S overall.

Geometry as XYZ:
```
19
Properties=species:S:1:pos:R:3:forces:R:3
C -0.242761 -1.349777 -1.990290 1.0 1.2 -1.5
C 1.740296 -1.417473 -0.029717 -0.2 -0.4 0.3
S 1.607249 -1.530416 -1.836295 -1.8 0.5 0.6
H -0.500508 -0.417152 -2.540604 0.4 -0.6 0.2
H -0.540460 -2.182215 -2.572156 -0.6 -0.8 -0.6
H -0.824015 -1.289342 -1.103276 0.1 -0.4 1.1
H 1.662617 -2.422420 0.410538 0.0 0.4 -0.1
H 1.033356 -0.730126 0.508380 0.7 -1.0 -0.9
H 2.752733 -1.064317 0.031384 0.5 0.2 0.8
C -0.410446 1.135537 0.451005 1.5 0.7 1.1
C -0.572329 2.590037 0.081387 2.6 -0.3 -3.6
C -1.174389 0.840110 1.777503 0.5 0.8 -3.3
O -1.894030 1.831969 2.041505 -0.6 -1.5 2.4
O -1.054982 -0.379732 2.015652 -0.9 -0.1 2.2
H -0.810852 0.344899 -0.098856 -0.9 -0.5 -1.7
H 0.668828 0.816706 0.502018 -0.9 1.1 0.2
H -0.553932 3.078925 0.966737 0.2 1.7 2.7
H -1.430245 3.021401 -0.430715 -0.3 -0.8 -0.3
H 0.376359 2.921804 -0.489301 -1.3 -0.2 0.4
```
Forces are in eV/Å.

Total charge ... -1
E_HOMO ... -0.1380 Eh
Frontier orbital gap ... 6.8 eV
Relative energy (zero: lowest compared OMol25 entry of this formula, charge and spin) ... 43.04 kcal per mole
E_LUMO ... 3.1 eV

Results of the natural (NBO) charge analysis, in e, for atoms 1 through 4:
1 C -0.72
2 C -0.74
3 S 0.12
4 H 0.21

***

Entry 3:
ORCA calculation (the ωB97M-V functional and the def2-TZVPD basis) on C4H9NO2 as an isolated structure.

Geometry as XYZ:
```
16
Properties=species:S:1:pos:R:3:forces:R:3
C 1.318171 -0.294873 2.054314 -1.5 -0.3 1.1
C 1.791607 0.457224 0.724627 -0.5 0.8 2.4
C -0.205922 -0.087199 -0.477716 0.7 7.8 -1.5
C -2.127929 -0.406516 -1.911663 5.1 -2.5 13.2
H 0.372029 0.419624 2.780742 3.6 -1.7 -2.2
H 2.359935 -0.579167 2.622757 -3.1 0.7 -0.9
H 0.612881 -1.215922 1.857319 2.1 1.5 0.2
H 1.990255 1.476607 1.133306 1.5 -0.9 -0.3
H 2.609003 -0.043417 0.122830 -0.9 0.5 1.0
H -1.115139 1.617569 -1.164628 -0.9 -4.0 0.0
H -2.830965 0.039196 -2.219613 -10.3 7.1 -3.2
H -1.725685 -0.539902 -2.743644 4.5 -3.5 -6.7
H -2.566734 -1.041882 -1.052818 1.1 -0.5 -2.5
N -1.249705 0.490463 -1.076219 -1.0 4.7 -0.6
O 0.733208 0.892160 -0.079143 -2.3 -0.9 -0.6
O 0.034989 -1.183964 -0.570451 1.9 -8.7 0.7
```
Forces are in eV/Å.

E_HOMO ... -0.3562 Eh
Frontier orbital gap ... 10.6 eV
Relative energy (zero: lowest compared OMol25 entry of this formula, charge and spin) ... 129.79 kcal per mole
E_LUMO ... 0.9 eV

Results of the natural (NBO) charge analysis, in e, for atoms 1 through 4:
1 C -0.66
2 C -0.10
3 C 0.87
4 C -0.36

***

Entry 4:
ORCA calculation (the ωB97M-V functional and the def2-TZVPD basis) on a single C6H6 molecule.

Geometry as XYZ:
```
12
Properties=species:S:1:pos:R:3:forces:R:3
C 1.893162 0.314321 -0.786947 0.3 -0.1 -0.2
C -0.410191 -0.943892 0.224074 0.0 0.0 0.0
C 0.628000 0.092085 -0.018788 0.1 0.3 0.0
C 1.151714 1.265332 0.112959 -0.3 -0.2 0.1
C -1.757948 -0.417904 0.466170 -0.5 0.2 0.1
C -2.881925 -0.019331 0.626600 0.5 -0.1 -0.1
H 1.838685 0.441684 -1.873209 0.0 0.0 0.2
H 2.824489 -0.153171 -0.452815 -0.1 0.1 0.0
H -0.436147 -1.606111 -0.648933 0.0 0.1 0.1
H -0.098343 -1.571321 1.070177 0.0 0.1 -0.1
H 1.129084 2.265465 0.517782 0.0 -0.2 -0.1
H -3.880580 0.332844 0.762930 0.2 0.0 0.0
```
Forces are in eV/Å.

E_HOMO ... -0.3409 Eh
Frontier orbital gap ... 10.3 eV
Relative energy (zero: lowest compared OMol25 entry of this formula, charge and spin) ... 103.83 kcal per mole
E_LUMO ... 1.0 eV

Results of the natural (NBO) charge analysis, in e, for atoms 1 through 4:
1 C -0.43
2 C -0.52
3 C 0.04
4 C -0.18

***

Entry 5:
ORCA calculation (the ωB97M-V functional and the def2-TZVPD basis) on a single C28H29N5O5 molecule.

Geometry as XYZ:
```
67
Properties=species:S:1:pos:R:3:forces:R:3
C -0.871007 -2.821656 -0.356671 -0.3 -0.2 -0.2
O -0.268955 -1.833920 0.455127 0.4 0.2 0.0
C 1.087381 -1.823442 0.643178 0.0 0.0 0.1
C 1.509467 -1.148424 1.782181 -0.1 -0.1 -0.2
C 2.850188 -0.980270 2.071505 0.1 -0.1 0.0
C 3.811919 -1.525937 1.236714 0.0 -0.2 0.2
C 3.397301 -2.238600 0.118980 -0.1 -0.2 0.1
C 2.056758 -2.371294 -0.216783 -0.1 0.0 0.0
O 1.636195 -2.974807 -1.371241 -0.2 0.2 0.4
C 2.606602 -3.311820 -2.337649 0.2 0.0 -0.2
H 2.042866 -3.620665 -3.216993 0.1 0.0 0.0
H 3.233321 -4.145196 -2.004349 0.0 0.0 0.0
H 3.235971 -2.452363 -2.585635 0.0 0.0 0.0
H 4.151285 -2.654243 -0.529185 0.1 0.0 -0.2
C 5.269248 -1.199733 1.419124 0.0 0.1 -0.1
H 5.893791 -2.087528 1.315773 0.0 0.0 0.0
H 5.425511 -0.771815 2.409204 0.0 -0.1 0.0
C 5.691169 -0.165084 0.349797 0.3 -0.1 0.1
N 4.574769 0.730320 0.075450 0.3 0.1 -0.1
C 4.256568 1.626515 1.078237 -0.3 0.3 -0.1
O 4.992054 1.858878 2.008524 0.3 -0.1 0.3
N 3.044651 2.257632 0.947622 0.0 0.3 0.3
C 2.101803 1.937757 0.003405 -0.1 -0.4 -0.6
C 0.808468 2.451425 0.057604 -0.1 0.0 -0.1
C -0.121149 2.078328 -0.895498 0.4 0.1 -0.1
C 0.244120 1.224332 -1.940219 0.0 0.0 0.0
C 1.525862 0.729227 -2.005718 0.1 0.1 0.2
C 2.463102 1.068990 -1.029981 -0.4 0.2 0.1
C 3.794029 0.461329 -1.041559 0.0 0.1 -0.2
O 4.197313 -0.258229 -1.933227 0.0 0.0 -0.1
H 1.833148 0.064425 -2.798058 0.0 -0.1 -0.1
H -0.483336 0.961605 -2.692760 -0.1 -0.1 -0.1
C -1.494749 2.680307 -0.846911 0.0 0.0 0.0
O -1.655121 3.884012 -0.945456 0.2 0.3 0.1
N -2.520927 1.809606 -0.730726 -0.2 0.0 -0.1
C -2.401304 0.415764 -0.365465 0.1 -0.4 0.4
H -1.357962 0.109561 -0.342289 -0.1 0.0 0.0
H -2.943933 -0.193536 -1.096641 0.1 0.0 0.0
C -3.030803 0.197985 1.016199 0.3 -0.3 -0.2
N -4.409813 0.637577 1.017669 0.2 0.1 0.3
C -5.374347 -0.268031 0.651047 -0.3 -0.3 0.1
N -4.959923 -1.524780 0.463645 0.3 0.3 0.0
C -5.848547 -2.461697 0.185426 -0.3 -0.2 -0.1
C -7.203714 -2.224747 0.060568 0.0 0.0 0.0
C -7.644691 -0.920397 0.255227 0.2 0.0 0.0
C -6.735295 0.069949 0.553385 0.0 0.1 -0.1
H -7.076974 1.077974 0.723235 0.0 0.1 0.0
H -8.695763 -0.681368 0.177525 -0.1 0.0 0.0
H -7.890657 -3.020927 -0.175605 0.0 -0.1 0.0
H -5.436031 -3.453973 0.049798 -0.1 -0.1 0.0
C -4.502064 2.042482 0.689961 -0.1 0.2 -0.3
H -5.535172 2.382908 0.700104 0.1 0.0 0.0
C -3.881239 2.304763 -0.690724 -0.2 0.4 0.1
H -3.854973 3.373778 -0.908623 -0.1 -0.1 0.0
H -4.468601 1.785612 -1.457097 0.0 0.0 0.0
H -3.946118 2.603944 1.447878 -0.1 0.0 -0.1
H -2.996581 -0.857630 1.276549 0.1 0.2 0.0
H -2.485857 0.781229 1.764242 0.0 0.0 0.0
H 0.528218 3.132728 0.846966 0.0 0.1 0.1
H 2.805899 2.905501 1.686632 0.2 -0.2 -0.1
H 6.540342 0.422889 0.699245 -0.1 -0.1 -0.1
H 5.935325 -0.651448 -0.594718 0.0 0.1 0.2
H 3.145984 -0.421151 2.946537 0.1 0.1 0.1
H 0.747359 -0.733721 2.423342 -0.1 0.0 0.1
H -1.936259 -2.769123 -0.130469 0.0 0.0 0.0
H -0.710939 -2.624495 -1.418331 0.0 0.0 0.1
H -0.494334 -3.817777 -0.116680 0.0 0.0 0.0
```
Forces are in eV/Å.

E_HOMO ... -0.2942 Eh
Frontier orbital gap ... 8.2 eV
Relative energy (zero: lowest compared OMol25 entry of this formula, charge and spin) ... 0.00 kcal per mole
E_LUMO ... 0.2 eV

Results of the natural (NBO) charge analysis, in e, for atoms 1 through 4:
1 C -0.25
2 O -0.52
3 C 0.23
4 C -0.23

***

Entry 6:
ORCA calculation (the ωB97M-V functional and the def2-TZVPD basis) on a single C17H31F3O2 molecule.

Geometry as XYZ:
```
53
Properties=species:S:1:pos:R:3:forces:R:3
C -2.357143 -2.908894 -0.687253 -0.9 0.9 -0.5
O -2.932991 -3.913057 0.163240 1.0 0.1 0.4
C -2.337703 -3.912661 1.474690 0.5 -0.4 1.0
C -2.868128 -2.740380 2.429579 0.0 0.6 -1.4
C -1.902400 -1.476679 2.273494 -0.8 0.0 1.1
C -1.769023 -0.570978 3.575702 1.6 -0.1 -0.1
C -1.080760 0.846611 3.200738 -0.6 -0.7 0.2
C 0.071965 0.666509 2.125519 0.3 0.4 0.7
C 1.003074 1.943293 1.915936 0.2 -0.8 -0.8
C 2.377529 1.400892 1.249285 -1.6 0.2 -0.1
C 2.673283 2.042584 -0.182816 2.8 -2.8 -0.3
C 3.563521 0.895746 -0.903750 -0.1 -1.5 1.2
C 2.504140 0.007966 -1.710502 0.4 1.1 -1.1
C 3.237679 -0.315323 -3.107755 -0.5 0.0 0.1
C 1.213742 0.970846 -1.751789 -0.5 -1.3 0.6
C 0.459549 1.032698 -3.150328 -0.1 0.1 -0.3
C -1.105445 1.347267 -3.024400 0.7 -0.3 0.8
C -1.402567 2.856786 -2.667445 -1.4 -0.9 -0.8
F -0.760470 3.682646 -3.591450 -1.0 -0.9 2.1
F -1.142196 3.198736 -1.352412 0.0 -0.2 -2.5
F -2.794429 3.057906 -2.838970 2.2 0.1 0.3
O 1.588881 2.198947 -1.105812 0.3 0.7 -0.1
H -1.248378 -2.735757 -0.526214 -1.2 -0.3 0.0
H -2.945626 -1.943223 -0.498659 1.1 -1.0 -0.3
H -2.534148 -3.182593 -1.777840 0.2 0.1 1.5
H -1.203789 -3.868225 1.307068 -1.4 0.2 0.5
H -2.505116 -4.900890 2.025277 -0.2 1.1 -1.3
H -3.058018 -3.064558 3.494294 0.6 0.2 -1.1
H -3.882805 -2.431648 1.999112 1.2 -0.6 0.7
H -0.869348 -1.876791 2.033528 -1.2 0.8 0.0
H -2.337428 -0.822251 1.455207 0.9 -0.8 0.7
H -1.011746 -1.084437 4.266904 -1.2 0.5 -0.8
H -2.723948 -0.451094 4.166430 0.9 0.0 -0.9
H -0.624222 1.273543 4.148285 -0.5 -0.4 -1.1
H -1.926843 1.527550 2.884477 1.2 -0.5 0.0
H -0.316129 0.373466 1.091926 0.4 0.2 1.5
H 0.748273 -0.170194 2.520523 -1.0 0.9 -0.6
H 0.469648 2.615029 1.167123 0.8 -0.6 1.1
H 1.219798 2.507908 2.869712 -0.4 -0.7 -1.0
H 3.244474 1.491521 1.977942 -0.9 0.2 -1.2
H 2.255077 0.277019 1.067686 0.1 1.5 0.3
H 3.382249 2.917023 -0.110666 -1.6 -0.3 -0.2
H 4.010353 0.122065 -0.187749 -0.5 1.4 -0.4
H 4.490223 1.239224 -1.465460 -1.7 -0.1 0.1
H 2.129692 -0.949359 -1.213884 1.1 1.2 -0.4
H 3.075465 0.542047 -3.845919 0.2 -1.2 1.0
H 4.362240 -0.374388 -2.925737 -1.6 -0.2 -0.3
H 2.862627 -1.294749 -3.560380 0.6 1.4 0.4
H 0.406566 0.557811 -1.061727 1.0 -0.1 -0.7
H 0.521001 -0.021980 -3.586126 0.0 1.3 0.7
H 0.951043 1.708317 -3.914733 -0.5 -0.6 1.0
H -1.494751 0.679311 -2.184158 0.3 1.1 -0.9
H -1.686543 1.028841 -3.949744 0.9 0.9 1.1
```
Forces are in eV/Å.

E_HOMO ... -0.3547 Eh
Frontier orbital gap ... 10.2 eV
Relative energy (zero: lowest compared OMol25 entry of this formula, charge and spin) ... 62.98 kcal per mole
E_LUMO ... 0.5 eV

Results of the natural (NBO) charge analysis, in e, for atoms 1 through 4:
1 C -0.26
2 O -0.55
3 C -0.06
4 C -0.45

***

Entry 7:
ORCA calculation (the ωB97M-V functional and the def2-TZVPD basis) on C13H15BN3O2Pt as an isolated structure.

Geometry as XYZ:
```
35
Properties=species:S:1:pos:R:3:forces:R:3
Pt -0.824264 -0.981738 0.633423 -0.2 -0.1 -0.3
C 0.012870 -5.122245 0.078307 0.0 0.0 0.0
C -0.030217 -3.638358 -0.204887 -0.3 0.1 -0.3
O -0.896121 -2.993170 0.488041 0.3 0.1 0.6
C 0.787210 -3.124915 -1.195489 0.1 0.1 0.1
C 0.911149 -1.761659 -1.580722 0.0 -0.1 -0.1
C 1.879231 -1.400243 -2.670719 0.0 0.0 0.0
N 0.240284 -0.808717 -0.999254 0.2 0.1 0.3
N 0.520194 0.508372 -1.365057 0.1 0.0 0.0
C 0.030719 1.338097 -0.494550 -0.2 0.0 -0.1
O -0.691641 1.016607 0.540148 0.2 -0.1 0.0
C 0.297012 2.790371 -0.685853 0.0 0.0 0.0
C -0.187730 3.701442 0.246766 0.0 0.0 0.0
C 0.062787 5.057945 0.094313 0.0 0.0 0.0
C 0.798681 5.514642 -0.989138 0.0 0.0 0.0
C 1.283041 4.606899 -1.923539 0.0 0.0 0.0
C 1.034326 3.252526 -1.773862 0.0 0.0 0.0
H -0.621754 -5.341734 0.933382 0.0 0.0 0.0
H 1.034108 -5.435135 0.298463 0.0 0.0 0.0
H -0.335058 -5.695268 -0.782768 0.0 0.0 0.0
H 1.436479 -3.824266 -1.704510 0.0 0.0 0.0
H 2.374803 -2.292645 -3.046948 0.0 0.0 0.0
H 2.620696 -0.697318 -2.290406 0.0 0.0 0.0
H 1.363532 -0.895710 -3.487990 0.0 0.0 0.0
H -0.755423 3.327391 1.087541 0.0 0.0 0.0
H -0.316795 5.759480 0.826818 0.0 0.0 0.0
H 0.997209 6.573119 -1.105566 0.0 0.0 0.0
H 1.858916 4.957833 -2.771272 0.0 0.0 0.0
H 1.404277 2.533791 -2.491993 0.0 0.0 0.0
B -2.941508 -1.190280 4.876489 0.0 0.0 0.0
C -2.275576 -1.081116 3.442828 0.0 0.1 0.0
N -1.793693 -1.001237 2.399874 0.0 -0.2 -0.1
H -4.085046 -1.568825 4.720040 0.0 0.0 0.0
H -2.290441 -1.995632 5.512485 0.0 0.0 0.0
H -2.902249 -0.088308 5.385608 0.0 0.0 0.0
```
Forces are in eV/Å.

Total charge ... -1
E_HOMO ... -0.1738 Eh
Frontier orbital gap ... 7.6 eV
E_LUMO ... 2.8 eV

Results of the natural (NBO) charge analysis, in e, for atoms 1 through 4:
1 Pt 0.91
2 C -0.67
3 C 0.47
4 O -0.65